Formula: C22H19N5O5S
Source: the OMol25 dataset
Level of theory: the ωB97M-V functional and the def2-TZVPD basis

Atoms and positions in Å:
C 2.7398 -4.3932 0.5366
C 2.4767 -3.5997 1.7726
C 3.2009 -3.7898 2.9503
C 2.8636 -2.9859 4.0239
N 1.8947 -2.0849 3.9670
C 1.2555 -1.9907 2.8067
N 0.2550 -1.0775 2.6833
S -0.8277 -1.2710 1.4005
O -1.7089 -0.1400 1.4966
O -1.4247 -2.5680 1.4493
C 0.2041 -1.0858 -0.0328
C 1.0452 0.0076 -0.0968
C 1.7011 0.2738 -1.2821
C 1.4618 -0.5138 -2.4093
N 1.8784 -0.0320 -3.6666
C 1.3906 1.1428 -4.1901
O 1.7574 1.5719 -5.2556
C 0.3653 1.7422 -3.2724
C -0.8334 1.0586 -3.0840
C -1.6567 1.3710 -2.0224
C -1.2806 2.3774 -1.1411
N -2.0092 2.5717 0.0551
C -3.3937 2.5925 0.1215
O -4.1268 2.5583 -0.8286
C -3.7821 2.7039 1.5780
C -2.4697 2.6848 2.3472
C -1.3919 2.5837 1.2950
O -0.2025 2.5395 1.4696
C -0.1599 3.1545 -1.4036
C 0.6605 2.8369 -2.4717
C 0.7039 -1.6763 -2.2917
C 0.0695 -1.9590 -1.0941
N 1.5115 -2.6947 1.7091
H 2.2263 -3.9358 -0.3039
H 3.8078 -4.4499 0.3381
H 2.3651 -5.4072 0.6695
H 3.9872 -4.5232 3.0152
H 3.3773 -3.0541 4.9740
H 0.0133 -0.5290 3.4918
H 1.1470 0.6600 0.7550
H 2.3546 1.1274 -1.3625
H 2.4167 -0.6228 -4.2858
H -1.0995 0.2494 -3.7475
H -2.5622 0.8143 -1.8461
H -4.3591 3.6175 1.7266
H -4.4250 1.8599 1.8268
H -2.3810 1.8100 2.9902
H -2.3072 3.5759 2.9545
H 0.0963 3.9693 -0.7453
H 1.5587 3.4075 -2.6543
H 0.5640 -2.3165 -3.1500
H -0.5629 -2.8241 -0.9760

Computed properties:
- LUMO energy: 0.0122 hartree
- Max |F|: 0.02808 Eh/bohr
- Total energy: -51647.21680 eV
- 2S+1: 1
- Net charge: 0
- SMILES: Cc1ccnc(NS(=O)(=O)c2ccc(NC(=O)c3ccc(N4C(=O)CCC4=O)cc3)cc2)n1


Formula: C26H49AlBeBrCaF8LiN3O10S
Source: the OMol25 dataset
Level of theory: the ωB97M-V functional and the def2-TZVPD basis

Atoms and positions in Å:
C -0.2547 2.6169 -0.6022
O -1.2229 2.0172 0.3292
C -2.5990 2.0550 -0.1879
C -3.3193 0.5946 -0.3690
C -2.3474 -0.7010 -0.1161
C -2.4452 -1.3430 1.4041
C -2.2206 -0.2602 2.6139
C -0.7555 -0.3250 3.3458
C -0.7651 -0.0956 4.9689
N 0.7215 -0.1750 5.2437
C 1.2511 0.0282 6.6716
C 1.5777 -0.4315 4.0100
N 0.6488 -0.5202 2.8198
C 1.0373 -0.7225 1.3722
C 0.9126 -2.2657 0.8277
C 2.3418 -3.0383 0.6064
O 3.0373 -3.3858 1.8892
H 0.7148 2.8687 0.0463
H -0.6893 3.6519 -0.9399
H 0.0298 1.8964 -1.4883
H -2.6654 2.7208 -1.1756
H -3.2428 2.6559 0.6181
H -4.2725 0.4822 0.3197
H -3.6607 0.5328 -1.5113
H -2.7468 -1.5590 -0.8439
H -1.2577 -0.4658 -0.4716
H -1.7841 -2.3258 1.5385
H -3.5708 -1.7270 1.5096
H -2.4281 0.8563 2.3314
H -3.0221 -0.5346 3.4551
H -1.6898 0.1003 5.6589
H 2.2396 0.6919 6.5869
H 0.4625 0.7361 7.2145
H 1.4217 -0.9775 7.2463
H 2.7476 -0.5128 4.0152
H 0.4776 0.0787 0.7291
H 2.1958 -0.4427 1.3004
H 0.3303 -2.8709 1.6758
H 0.2516 -2.2734 -0.1663
H 2.0928 -4.0946 0.1102
H 3.0854 -2.4929 -0.1233
H 3.8576 -3.9155 1.6514
C -0.3775 3.6069 3.2585
C 0.8931 4.4154 3.4441
O 0.6574 5.5251 4.3243
C 0.7256 5.2571 5.6676
O 0.9679 4.1460 6.1315
C 0.5041 6.5304 6.4818
F -0.5269 7.2884 6.0076
F 1.6022 7.3393 6.4772
F 0.2188 6.2837 7.7916
H -1.1957 4.2491 2.9161
H -0.2247 2.8078 2.5277
H -0.7000 3.1572 4.2026
H 1.2062 4.8333 2.4820
H 1.7186 3.7926 3.8081
F -2.9490 7.4924 -1.6163
Al -1.1749 7.2294 -1.7807
F -0.2967 8.7071 -1.2437
F -0.7759 6.8866 -3.5031
F -0.6782 5.8315 -0.7596
F 0.0562 9.8615 0.1688
Li -3.0944 8.7297 -3.6225
Be -0.5992 10.3261 -3.5909
Br 2.8486 -1.8393 5.9452
C 3.7872 -5.9727 -5.0038
C 2.6098 -5.6060 -4.0594
C 1.2651 -6.0149 -4.7184
C 0.8431 -5.0902 -5.8562
C 0.8400 -3.6323 -5.4086
C 2.1791 -3.1862 -4.7647
N 2.6678 -4.1444 -3.7166
O 1.8813 -3.9479 -2.5659
C 3.2576 -3.0105 -5.8669
C 1.9969 -1.7322 -4.2126
C 2.8441 -6.5250 -2.8142
H 4.7031 -5.4400 -4.7231
H 4.0201 -7.0451 -4.9587
H 3.5778 -5.7755 -6.0554
H 0.4660 -6.0201 -3.9646
H 1.3282 -7.0421 -5.1001
H 1.5004 -5.2207 -6.7230
H -0.1628 -5.3675 -6.1946
H 0.6044 -2.9947 -6.2707
H 0.0170 -3.4907 -4.6950
H 4.2416 -2.8084 -5.4274
H 3.0171 -2.1633 -6.5217
H 3.3496 -3.8652 -6.5337
H 1.1764 -1.6523 -3.4907
H 1.7588 -1.0313 -5.0224
H 2.9147 -1.3754 -3.7295
H 3.7852 -6.2730 -2.3096
H 2.9009 -7.5798 -3.1095
H 2.0323 -6.4620 -2.0803
O -6.2310 2.4865 -0.9814
S -6.6342 2.5928 0.4326
O -7.5769 3.7150 0.5918
O -5.4424 2.8301 1.2671
O -7.2868 1.3393 0.8528
Ca -7.0607 5.6409 0.0703
O -4.3185 -3.9146 1.5583
H -4.1331 -3.8053 2.4731

Computed properties:
- LUMO energy: -0.1390 hartree
- Max |F|: 0.16147 Eh/bohr
- Total energy: -180948.11627 eV
- 2S+1: 2
- Energy relative to the best compared isomer or geometry (same formula, charge and spin): 12.510 eV
- <S²>: 1.760
- Net charge: 0


Formula: C3H3N3O
Source: the OMol25 dataset
Level of theory: the ωB97M-V functional and the def2-TZVPD basis

Atoms and positions in Å:
C -0.6680 -0.9079 -0.8951
N 0.0003 -1.4545 0.0184
C 0.9725 -0.7771 0.8155
N 0.8855 0.3865 1.2561
O -0.2528 1.0297 0.7667
C -0.3836 1.2483 -0.5497
N -0.5458 0.3592 -1.4477
H -1.3050 -1.6478 -1.4516
H 1.8163 -1.2942 1.1485
H -0.3946 2.2857 -0.8432

Computed properties:
- LUMO energy: -0.0062 hartree
- Max |F|: 0.05800 Eh/bohr
- Total energy: -9673.97035 eV
- 2S+1: 1
- Energy relative to the best compared isomer or geometry (same formula, charge and spin): 3.484 eV
- Net charge: 0
- SMILES: C1=NC=NOC=N1


Formula: C35H63F12N2O9
Source: the OMol25 dataset
Level of theory: the ωB97M-V functional and the def2-TZVPD basis

Atoms and positions in Å:
C -83.4842 35.0603 66.3069
C -83.5351 36.1970 67.2866
C -84.0071 35.7319 68.7323
N -84.4801 36.6498 69.8077
C -85.4100 37.7064 69.1379
C -86.2484 38.5987 70.0419
C -86.9142 37.8354 71.2268
C -85.9271 36.8914 71.8746
C -85.3472 35.9446 70.8288
C -83.3251 37.3758 70.3014
H -82.9973 35.4402 65.3094
H -84.6087 34.9951 65.7944
H -83.5517 34.1368 66.5914
H -84.3531 36.8321 66.9615
H -82.7344 36.8032 67.3518
H -83.3764 34.9709 69.1618
H -84.9482 35.0501 68.4782
H -86.2543 37.3592 68.6088
H -84.9545 38.3341 68.3400
H -86.9975 39.1441 69.5488
H -85.5423 39.3615 70.6147
H -87.7053 37.3207 70.9202
H -87.3712 38.4818 71.9552
H -86.4951 36.2899 72.5406
H -85.3700 37.5039 72.5658
H -86.1188 35.2638 70.4537
H -84.5169 35.2898 71.5882
H -82.9730 37.9781 69.4721
H -82.6879 36.9320 70.7655
H -83.7189 38.0204 71.0069
C -78.9586 29.0443 73.6845
C -79.8030 30.2239 73.5024
C -79.9058 30.5550 71.9225
N -80.4655 31.8923 71.5388
C -79.5849 32.9734 71.7617
C -79.9542 34.3074 71.1235
C -80.1582 34.1683 69.6046
C -80.9598 32.9608 69.2502
C -80.5573 31.7772 70.0236
C -81.7795 32.1606 72.1310
H -79.4384 28.1216 73.2709
H -78.8972 28.9730 74.6179
H -77.7908 29.0050 73.4345
H -79.4467 30.9523 73.8323
H -80.8508 30.0138 73.8567
H -80.4782 29.7182 71.6334
H -79.0004 30.2825 71.4525
H -78.5499 32.6075 71.4137
H -79.4595 33.3937 72.8529
H -79.3307 34.9885 71.2837
H -80.8189 34.7644 71.4591
H -79.2158 34.2129 69.0852
H -80.6518 35.1875 69.4218
H -80.7936 32.8314 68.2526
H -82.0055 33.3388 69.4124
H -79.5590 31.4597 69.7162
H -81.3398 30.9006 69.8051
H -81.7882 32.2665 73.1582
H -82.3790 31.1604 71.9850
H -82.3613 33.0396 71.7922
C -84.4770 31.8072 68.9403
O -84.4465 32.7113 70.0312
H -83.7976 30.9181 69.2060
H -84.3149 32.1604 68.0430
H -85.4878 31.3260 68.7909
C -87.0138 31.8081 66.3404
C -87.1059 32.9358 67.2299
O -88.0752 33.9997 66.7092
C -88.3835 35.0964 67.5087
O -87.8508 35.3138 68.6362
C -89.3557 36.0805 66.8373
F -90.5415 35.5744 66.6856
F -89.4380 37.1838 67.6500
F -88.8326 36.4148 65.6841
H -87.9552 31.3434 66.3262
H -86.1384 31.1239 66.8017
H -86.8128 32.0446 65.1545
H -86.2283 33.3713 67.2740
H -87.1264 32.7551 68.2832
C -86.7786 28.2589 70.1077
C -86.8101 28.6344 68.7292
O -87.6409 27.6875 67.9433
C -87.0805 26.5405 67.4762
O -86.0549 26.0613 67.8996
C -88.0930 25.9617 66.4226
F -87.4322 24.9133 65.8041
F -89.1787 25.5856 66.9651
F -88.3746 26.9256 65.4318
H -86.3780 27.3480 70.4514
H -87.7342 28.3497 70.7009
H -86.1383 28.6572 70.5552
H -85.8299 28.8448 68.2540
H -87.1794 29.5738 68.6988
C -82.7759 30.9782 64.5163
C -83.9599 30.0374 64.9379
O -83.4052 28.7615 65.3304
C -84.2412 27.7712 65.3668
O -85.4397 27.8089 65.1515
C -83.5119 26.4606 65.7198
F -84.2207 25.3605 65.5014
F -82.3194 26.3238 65.1004
F -83.3920 26.5534 67.0614
H -83.1962 31.9502 64.1339
H -82.1277 30.3271 63.9456
H -82.0653 31.1523 65.5029
H -84.7580 30.1456 64.2020
H -84.2878 30.4764 65.9055
C -87.9061 32.4982 71.2305
C -86.8689 32.0848 72.2509
O -86.7178 33.0539 73.3041
C -85.7350 32.8118 74.1601
O -84.9301 31.8583 74.1431
C -85.8565 33.7819 75.4115
F -86.0737 35.0268 74.8172
F -86.9124 33.4260 76.1972
F -84.6931 33.7970 76.1051
H -88.9023 32.1016 71.6559
H -87.9052 31.9655 70.2060
H -88.1011 33.4561 71.0549
H -85.8649 32.1472 71.7733
H -87.2171 31.3032 72.8207

Computed properties:
- LUMO energy: -0.0801 hartree
- Max |F|: 0.27507 Eh/bohr
- Total energy: -91312.18585 eV
- 2S+1: 1
- Energy relative to the best compared isomer or geometry (same formula, charge and spin): 1.096 eV
- Net charge: +1


| no. | frontier orbital gap (Eh) |
| --- | --- |
| 1 | 0.3374 |
| 2 | 0.0841 |
| 3 | 0.3660 |
| 4 | 0.2573 |